{
  "formula": "C11H18LaNOP",
  "method": "ωB97M-V/def2-TZVPD",
  "lumo_ev": -3.86,
  "largest_force_ev_per_a": 6.1,
  "relative_energy_kcal_mol": 21.1,
  "total_charge": 1,
  "elements": ["La", "H", "H", "P", "C", "H", "H", "H", "C", "H", "H", "H", "C", "H", "H", "H", "C", "O", "H", "H", "N", "C", "C", "C", "C", "C", "C", "C", "H", "H", "H", "H", "H"],
  "positions_angstrom": [[-0.6055, -0.2592, 0.5824], [-2.8769, -0.8011, 0.9498], [-2.7527, -1.2204, 0.2871], [0.3553, -1.4407, -1.9417], [0.2521, -0.7963, -3.6157], [0.5682, -1.5528, -4.3409], [-0.7795, -0.4996, -3.8270], [0.9014, 0.0814, -3.7005], [2.0237, -2.2485, -1.9425], [2.1549, -2.8409, -1.0216], [2.1090, -2.9077, -2.8228], [2.7985, -1.4659, -1.9851], [-0.6979, -2.9495, -2.0511], [-1.7426, -2.6665, -2.2478], [-0.3445, -3.5875, -2.8742], [-0.6615, -3.5374, -1.1188], [-1.0481, 1.4200, -1.2124], [-1.1920, 2.3142, -1.9340], [0.7590, -1.4882, 1.0654], [1.0606, 0.4979, -0.0252], [-0.7118, 1.4992, 2.0259], [-0.6757, 2.3196, 2.8737], [-0.5601, 3.1534, 3.9743], [0.1675, 2.7027, 5.1006], [0.3251, 3.5429, 6.1970], [-0.2606, 4.8203, 6.1620], [-1.0095, 5.2645, 5.0665], [-1.1687, 4.4269, 3.9673], [0.5971, 1.6915, 5.0830], [0.9040, 3.1905, 7.0526], [-0.1260, 5.4775, 7.0109], [-1.4702, 6.2587, 5.0479], [-1.7532, 4.7243, 3.0892]],
  "atomic_forces_ev_per_a": [[-1.371, -2.830, 1.094], [-0.652, -1.194, -1.554], [-1.290, 0.569, 1.319], [0.691, -1.207, 0.130], [-0.040, 0.238, -0.435], [-0.058, 0.141, 0.034], [0.139, 0.028, -0.089], [-0.130, -0.109, -0.070], [-0.112, 0.280, 0.108], [-0.069, 0.348, -0.363], [-0.025, 0.263, 0.291], [-0.248, -0.355, 0.068], [-0.161, -0.109, -0.104], [0.215, -0.136, 0.002], [-0.182, 0.090, 0.218], [0.056, 0.236, -0.287], [-0.080, 4.395, -4.024], [0.406, -3.148, 2.491], [1.683, -1.465, 0.162], [1.316, 1.266, -1.056], [-0.161, 4.796, 3.820], [0.026, -3.090, -2.566], [-0.015, 1.344, 1.489], [0.057, -0.183, -0.200], [-0.286, 0.063, -0.502], [0.104, -0.245, -0.051], [-0.015, -0.214, -0.202], [0.078, -0.157, -0.142], [-0.139, 0.566, 0.067], [-0.254, 0.267, -0.226], [-0.024, 0.014, 0.000], [0.262, -0.468, 0.145], [0.281, 0.007, 0.431]],
  "mulliken_charge": [0.778, 0.121, -0.035, 0.490, -1.162, 0.376, 0.371, 0.339, -1.162, 0.327, 0.392, 0.341, -1.235, 0.358, 0.370, 0.361, 0.257, -0.216, -0.191, -0.145, -0.777, 0.824, 0.434, -0.351, -0.606, -0.284, -0.583, -0.364, 0.386, 0.399, 0.395, 0.388, 0.404]
}

***

{
  "formula": "C36H99N9O9",
  "method": "ωB97M-V/def2-TZVPD",
  "lumo_ev": 0.42,
  "largest_force_ev_per_a": 18.2,
  "relative_energy_kcal_mol": 1620.3,
  "elements": ["C", "C", "C", "O", "C", "N", "H", "H", "H", "H", "H", "H", "H", "H", "H", "H", "H", "C", "C", "C", "O", "C", "N", "H", "H", "H", "H", "H", "H", "H", "H", "H", "H", "H", "C", "C", "C", "O", "C", "N", "H", "H", "H", "H", "H", "H", "H", "H", "H", "H", "H", "C", "C", "C", "O", "C", "N", "H", "H", "H", "H", "H", "H", "H", "H", "H", "H", "H", "C", "C", "C", "O", "C", "N", "H", "H", "H", "H", "H", "H", "H", "H", "H", "H", "H", "C", "C", "C", "O", "C", "N", "H", "H", "H", "H", "H", "H", "H", "H", "H", "H", "H", "C", "C", "C", "O", "C", "N", "H", "H", "H", "H", "H", "H", "H", "H", "H", "H", "H", "C", "C", "C", "O", "C", "N", "H", "H", "H", "H", "H", "H", "H", "H", "H", "H", "H", "C", "C", "C", "O", "C", "N", "H", "H", "H", "H", "H", "H", "H", "H", "H", "H", "H"],
  "positions_angstrom": [[-1.4321, -3.6200, 2.6812], [-0.7428, -3.9349, 4.0326], [-0.1605, -2.6200, 4.7246], [0.9884, -2.4503, 3.8329], [1.9374, -1.4884, 4.4756], [-1.9155, -4.3684, 4.7988], [-2.2365, -2.8912, 2.7805], [-1.9697, -4.5275, 2.4064], [-0.7331, -3.2682, 1.9224], [-0.0096, -4.7277, 3.8846], [0.0394, -2.7087, 5.7924], [-0.8502, -1.7760, 4.7373], [1.8069, -1.4265, 5.5560], [1.9551, -0.4860, 4.0479], [2.9889, -1.7465, 4.3496], [-1.9233, -5.3776, 4.8369], [-1.6672, -4.2242, 5.7672], [-1.9454, 2.0546, 2.9710], [-2.0786, 3.4944, 3.1813], [-2.9013, 4.3277, 2.1644], [-2.2945, 4.1072, 0.9141], [-2.9384, 4.5323, -0.2013], [-2.6518, 3.6101, 4.5366], [-2.8638, 1.5009, 2.7760], [-1.3696, 1.4941, 3.7074], [-1.4642, 1.9561, 1.9979], [-1.0520, 3.8496, 3.0919], [-3.0040, 5.3973, 2.3473], [-3.9187, 3.9363, 2.1660], [-2.5277, 4.0477, -1.0871], [-2.6994, 5.5808, -0.3787], [-4.0099, 4.3327, -0.2072], [-1.8548, 3.4239, 5.1284], [-3.1745, 2.7474, 4.5871], [1.1638, 6.1124, 3.3440], [2.2632, 5.3518, 2.5059], [1.7645, 3.9422, 2.0637], [0.4615, 3.9692, 1.4200], [-0.2063, 2.7081, 1.5612], [2.7330, 6.2716, 1.5066], [1.5162, 6.8061, 4.1073], [0.4925, 5.4811, 3.9262], [0.4523, 6.6691, 2.7341], [3.0563, 5.1719, 3.2317], [1.8023, 3.3420, 2.9727], [2.4644, 3.5105, 1.3482], [-0.2681, 2.2215, 2.5347], [0.3335, 1.9680, 0.9704], [-1.1932, 2.8785, 1.1310], [2.0711, 6.5572, 0.7993], [3.4933, 5.8929, 0.9601], [2.7971, 0.3947, 0.9539], [3.6295, 0.5253, 2.1887], [2.7933, 0.0654, 3.3921], [3.4675, 0.3893, 4.6273], [3.8026, -0.7563, 5.4174], [4.7655, -0.2747, 1.9261], [1.9276, 1.0340, 0.8014], [2.4729, -0.6158, 0.7052], [3.3235, 0.7731, 0.0777], [3.8847, 1.5846, 2.1601], [2.3123, -0.9072, 3.4968], [1.9061, 0.6982, 3.4142], [2.9432, -1.3805, 5.6619], [4.2396, -0.4435, 6.3657], [4.4886, -1.3575, 4.8208], [5.3318, 0.0155, 2.7105], [5.4489, -0.0189, 1.2279], [1.4524, -5.4677, -2.3413], [1.1592, -4.1642, -2.9254], [1.7886, -3.0145, -2.1522], [0.9826, -2.5742, -0.9922], [1.3928, -1.4006, -0.2808], [1.6244, -4.1263, -4.3336], [2.4725, -5.7786, -2.5671], [0.7816, -6.2748, -2.6357], [1.3496, -5.4769, -1.2562], [0.0808, -4.0900, -3.0656], [1.6900, -2.1724, -2.8372], [2.8236, -3.2370, -1.8927], [0.9479, -1.1661, 0.6863], [1.3288, -0.5205, -0.9207], [2.4521, -1.4327, -0.0260], [0.8632, -4.6221, -4.7750], [1.6316, -3.2008, -4.7379], [-4.6385, -1.2145, -5.5728], [-3.4117, -1.3603, -4.7673], [-3.3200, -0.4441, -3.6037], [-2.0841, -0.4748, -2.9391], [-1.9501, 0.5316, -2.0390], [-3.4146, -2.7441, -4.1274], [-5.4422, -0.9711, -4.8779], [-4.9651, -2.1543, -6.0181], [-4.5426, -0.4501, -6.3439], [-2.5577, -1.3013, -5.4420], [-4.1278, -0.6609, -2.9047], [-3.5437, 0.5553, -3.9769], [-0.8958, 0.6951, -1.8158], [-2.4614, 0.3405, -1.0955], [-2.2766, 1.4867, -2.4505], [-3.1996, -3.4402, -4.8269], [-2.6258, -2.9395, -3.5276], [0.4565, 0.0040, -3.1059], [1.7522, 0.7824, -3.4302], [2.0243, 0.7675, -5.0166], [3.1326, 1.7043, -5.3685], [3.3874, 1.7224, -6.8246], [1.6928, 2.1462, -2.8674], [0.5478, -1.0821, -3.1013], [-0.3821, 0.1744, -3.7811], [0.0525, 0.3228, -2.1450], [2.4997, 0.1888, -2.9038], [1.1080, 0.9238, -5.5859], [2.3549, -0.2301, -5.3057], [4.4095, 2.0771, -6.9573], [2.8198, 2.3747, -7.4883], [3.2078, 0.7859, -7.3526], [2.5766, 2.5350, -3.1636], [1.0015, 2.6063, -3.4423], [-1.7799, -3.8286, -2.4941], [-1.4706, -2.7570, -1.4822], [-2.6897, -1.9975, -0.8514], [-2.3344, -0.9267, -0.0387], [-3.4406, -0.0945, 0.4559], [-0.7017, -3.3543, -0.3841], [-2.2393, -4.7046, -2.0363], [-0.8142, -4.1520, -2.8827], [-2.2962, -3.4952, -3.3943], [-0.8603, -1.9924, -1.9628], [-3.0898, -2.7380, -0.1588], [-3.5224, -1.7285, -1.5013], [-4.3847, -0.2774, -0.0574], [-3.0917, 0.9202, 0.2643], [-3.3652, -0.1299, 1.5427], [-0.7299, -2.5511, 0.2275], [0.2836, -3.2168, -0.5587], [1.5036, 0.7693, -0.6179], [0.0098, 0.5996, -0.7688], [-0.6499, 0.7407, 0.7105], [-0.2487, -0.1103, 1.7745], [-0.8443, -1.4436, 1.7996], [-0.3555, 1.6020, -1.7895], [1.9838, 0.8688, -1.5913], [1.6476, -0.1366, -0.0291], [1.7041, 1.6868, -0.0647], [-0.2369, -0.3980, -1.1321], [-1.7261, 0.8893, 0.6210], [-0.4790, 1.7545, 1.0726], [-0.1434, -2.0126, 2.4104], [-0.9283, -1.8614, 0.7964], [-1.7761, -1.6083, 2.3407], [-0.2891, 1.3194, -2.7569], [0.0866, 2.4955, -1.6273]],
  "atomic_forces_ev_per_a": [[0.298, -1.774, 0.303], [-2.279, 1.990, -0.116], [0.197, -2.070, -2.402], [1.070, 1.981, 2.760], [-7.109, -8.767, 5.919], [0.477, -0.645, 1.736], [0.088, -0.809, 0.665], [0.372, -0.220, -0.369], [-0.840, -2.012, 0.296], [0.417, 0.372, 0.294], [0.904, -0.629, -0.002], [-0.233, 0.140, -0.824], [-2.425, -1.284, 0.067], [-7.717, -0.093, 7.017], [-1.871, -2.326, -1.387], [-0.365, -0.466, -0.655], [-0.245, 0.439, 0.654], [-3.067, -2.851, -1.991], [-0.530, 1.462, 0.956], [-0.149, -1.136, 0.131], [0.030, -0.631, 0.854], [-0.331, 0.900, -1.773], [0.350, 0.755, -0.080], [-0.858, 0.220, 0.873], [0.004, 0.268, 0.192], [-3.603, -2.003, 2.759], [-0.166, 0.823, 0.731], [0.486, 0.085, 0.539], [-0.376, -0.174, -0.140], [0.149, -0.459, 0.121], [-0.547, 0.467, 0.079], [-0.220, 0.166, 0.189], [-0.007, 0.215, 0.619], [-0.531, 0.118, 0.563], [-0.503, -0.400, 0.038], [-1.986, 0.327, 0.965], [-0.500, 1.135, -0.563], [1.173, 1.312, 1.974], [8.777, 9.441, 0.853], [0.826, 0.212, -0.741], [0.678, 0.098, -0.367], [0.194, -0.679, -0.097], [0.274, 0.040, -0.438], [0.380, -0.113, -0.261], [-0.458, -0.369, 0.077], [0.326, -0.114, -0.053], [2.326, 1.300, -0.256], [5.492, 4.768, 0.469], [1.145, 1.108, -0.695], [-0.648, -0.126, 0.355], [0.331, -0.186, 0.175], [2.513, 1.034, 4.371], [-1.422, 0.927, -1.991], [7.257, 8.837, -7.267], [-0.456, -0.856, 0.073], [2.746, 1.207, 2.037], [2.496, -1.240, 2.404], [2.075, -0.650, 5.389], [2.718, 1.994, 3.566], [1.059, -0.304, 0.338], [0.087, 0.514, 0.939], [5.017, -0.157, -9.302], [-0.229, 0.733, -0.576], [3.315, 1.192, 2.416], [0.544, 0.599, -0.314], [0.668, -0.287, 0.393], [0.782, -0.934, 0.855], [-0.900, 0.512, -1.083], [0.488, -1.961, 1.230], [0.613, 1.129, -0.756], [-0.856, 1.325, 0.023], [10.749, 3.795, -4.530], [0.798, -6.942, -3.862], [0.355, -0.523, 0.167], [0.073, -0.018, -0.081], [-0.074, 0.037, -0.478], [-0.010, 0.304, 0.155], [3.889, 0.819, 0.455], [0.955, 0.006, 0.096], [0.044, 0.106, 0.189], [-0.997, -1.104, -0.315], [-0.846, -6.240, -2.554], [-0.036, -2.659, -1.582], [0.254, -0.171, -0.868], [-0.149, 0.288, 0.148], [-1.407, 0.273, -0.040], [1.233, -3.105, 0.823], [-0.305, 1.002, -0.316], [-2.356, -2.104, -2.865], [-5.830, -1.721, -0.702], [-2.939, 2.484, -3.218], [-0.322, 0.293, -0.163], [0.336, -0.005, -0.206], [-0.153, 0.064, 0.046], [0.436, 0.426, 0.146], [-0.319, -0.218, 0.068], [0.237, 0.603, 0.063], [-10.687, -6.131, -1.291], [0.302, 0.861, -1.815], [-0.487, -0.068, -0.565], [-0.549, -0.244, -0.796], [-5.697, 10.723, -1.837], [1.979, -2.787, -3.348], [-0.745, -0.924, -2.307], [1.502, 0.381, 1.169], [-1.758, -0.961, -1.603], [0.239, 0.121, 0.626], [1.788, -0.022, -2.135], [0.255, 0.248, -0.560], [0.309, 0.125, -0.667], [4.173, -5.284, -4.809], [0.733, 0.301, -0.607], [-0.104, 0.683, 0.049], [0.117, -0.247, 0.097], [0.093, -0.426, 0.196], [-0.796, 0.769, 0.900], [0.454, -0.654, 0.678], [0.302, 0.544, -0.177], [-0.090, 0.651, -0.104], [0.553, -1.430, 1.125], [-0.198, 0.458, 0.923], [-1.202, -2.536, 0.095], [-1.882, 0.313, 0.630], [1.502, -0.809, 0.134], [-8.875, -2.925, 1.828], [-0.309, 0.122, -0.014], [-3.889, -0.399, 1.030], [6.904, -10.751, 3.932], [-0.042, -0.024, -0.351], [-0.436, -0.551, -0.043], [0.332, -0.106, -0.359], [0.010, -0.276, 0.419], [-1.155, 0.225, -0.304], [-0.929, -0.626, 0.077], [0.436, -3.125, -1.375], [-1.690, -3.734, 0.981], [-3.547, 5.361, -2.657], [2.592, 2.732, 6.421], [-3.877, -3.936, -2.434], [-0.907, -0.334, -1.145], [1.836, 1.848, 1.482], [5.011, 16.417, 6.153], [0.065, -0.635, 1.665], [0.657, 6.708, -0.161], [-1.052, 1.517, -2.619], [-0.148, 0.166, 1.308], [1.014, -0.870, -0.213], [-4.200, -8.597, -3.809], [0.252, 1.247, -0.575], [-0.502, 3.041, 3.326], [0.149, 1.989, -0.650], [-0.097, 2.773, 0.202], [0.962, -0.024, 0.548]],
  "mulliken_charge": [-1.019, 0.710, -0.783, -0.536, -0.570, -0.732, 0.342, 0.364, -0.092, 0.395, 0.466, 0.202, 0.151, -0.455, 0.359, 0.269, 0.259, -1.171, 1.859, -1.424, 0.021, -0.933, -0.813, 0.768, 0.319, -1.147, -0.699, 0.445, 0.388, 0.185, 0.255, 0.371, 0.398, 0.397, -1.221, -0.028, -0.358, -0.382, -1.092, -0.711, 0.331, 0.288, 0.307, 0.399, 0.159, 0.142, 0.960, 0.153, 2.124, 0.267, 0.281, -0.180, 0.514, -0.199, -0.472, -1.032, -0.777, -1.195, 0.620, 0.850, 0.779, 0.389, -0.077, 0.243, 0.383, 0.342, 0.349, 0.254, -2.027, 2.428, -0.375, -0.744, 0.474, -0.811, 0.460, 0.382, 0.290, -1.398, -0.180, 0.580, -0.331, -0.068, 1.032, 0.339, 0.257, -1.669, 0.840, -1.180, 0.020, -0.953, -0.823, 0.391, 0.420, 0.328, 0.220, 0.375, 0.345, -1.175, 1.314, 0.866, 0.371, 1.003, -0.723, -0.456, -1.118, -0.371, -0.768, -0.480, 0.075, 1.672, -2.204, 0.374, 0.471, 0.545, 0.281, 0.306, 0.301, 0.402, 0.274, -0.535, 1.554, -2.181, 0.353, -1.398, -1.041, 0.441, 0.451, -1.220, -0.106, 0.767, 0.495, 0.600, 0.644, 0.166, 0.768, 0.659, 0.520, -0.584, 1.220, -0.798, -0.497, 0.253, -0.310, -1.807, 0.696, 1.491, -0.432, -2.763, 0.941, -0.739, 0.066, 1.275, 0.512]
}